[1]
{"formula": "C51H55N12ORbSSi", "method": "ωB97M-V with the def2-TZVPD basis set", "spin_multiplicity": 1, "de_lowest_kcal_mol": 9.1, "gap_ev": 5.86, "max_force_ev_per_a": 1.4, "total_energy_ha": -3420.68045, "lumo_energy_ev": 0.0, "elements": ["Rb", "C", "C", "C", "C", "C", "C", "C", "N", "N", "C", "C", "C", "C", "C", "C", "N", "C", "C", "C", "C", "C", "C", "N", "H", "H", "H", "H", "H", "H", "H", "H", "H", "H", "H", "H", "H", "H", "H", "H", "H", "H", "H", "H", "C", "C", "C", "C", "C", "C", "N", "N", "Si", "C", "C", "C", "H", "H", "H", "H", "H", "H", "H", "H", "H", "H", "H", "H", "H", "H", "H", "C", "O", "C", "C", "C", "C", "C", "C", "C", "N", "C", "C", "N", "C", "C", "C", "C", "N", "C", "C", "N", "C", "C", "C", "C", "H", "H", "H", "H", "H", "H", "H", "H", "H", "H", "H", "H", "H", "H", "S", "C", "N", "C", "C", "N", "H", "H", "H", "H", "H", "H"], "positions_angstrom": [[1.618804, 0.429473, -0.225726], [4.298204, -1.844027, 0.423874], [3.275504, -1.825427, 1.579774], [2.208304, -2.857527, 1.379674], [2.395104, -4.175127, 1.801374], [1.399104, -5.109327, 1.577974], [0.239104, -4.692627, 0.940474], [0.143304, -3.361627, 0.566274], [1.091304, -2.468127, 0.780974], [4.265604, -0.615627, -0.349426], [4.769304, -0.802627, -1.695126], [3.902204, -1.693927, -2.538926], [4.392304, -2.209127, -3.740326], [3.572204, -3.011827, -4.509426], [2.290004, -3.284127, -4.055826], [1.894604, -2.725327, -2.851526], [2.673704, -1.951827, -2.117926], [4.977004, 0.439273, 0.349874], [4.772704, 1.829673, -0.188326], [5.557204, 2.870273, 0.306574], [5.331204, 4.153673, -0.150226], [4.341904, 4.360273, -1.098726], [3.628404, 3.260373, -1.540426], [3.836504, 2.030173, -1.101826], [4.051004, -2.670527, -0.241626], [5.310004, -2.024127, 0.827574], [2.794404, -0.848227, 1.611874], [3.781704, -2.004227, 2.528374], [3.306504, -4.454227, 2.309774], [1.523804, -6.134127, 1.905774], [-0.568596, -5.378427, 0.737574], [-0.750396, -2.988627, 0.081874], [5.807104, -1.193827, -1.706626], [4.777204, 0.178273, -2.178126], [5.394504, -1.972927, -4.065526], [3.924204, -3.421527, -5.445426], [1.621404, -3.909927, -4.625526], [0.910104, -2.911727, -2.442526], [6.065304, 0.225773, 0.377174], [4.614504, 0.464473, 1.381374], [6.320304, 2.675873, 1.044474], [5.915104, 4.980073, 0.226674], [4.129904, 5.348473, -1.475726], [2.863804, 3.357073, -2.298626], [-0.199496, 3.575873, -1.230326], [0.648504, 4.012573, -0.065026], [0.767304, 5.356173, 0.256074], [1.570804, 5.690773, 1.345174], [2.196704, 4.700873, 2.052574], [2.006204, 3.338673, 1.687174], [1.242904, 3.046073, 0.609274], [2.513904, 2.300973, 2.345874], [3.189504, 2.297273, 3.891474], [2.124704, 3.079873, 5.288274], [4.937804, 3.059673, 4.153074], [3.379104, 0.455773, 4.360974], [-1.222396, 3.929973, -1.104326], [-0.194596, 2.486773, -1.282226], [0.188004, 3.999573, -2.157026], [0.246204, 6.119073, -0.304626], [1.679704, 6.731773, 1.628174], [2.817904, 4.925073, 2.903474], [1.863804, 4.107373, 5.048874], [2.632204, 3.073473, 6.249074], [1.193104, 2.533073, 5.402474], [4.929404, 4.138273, 4.018374], [5.647004, 2.650973, 3.438574], [5.313104, 2.849973, 5.151774], [2.522804, -0.128127, 4.039074], [3.469304, 0.346173, 5.435674], [4.272904, 0.030373, 3.916974], [-12.339396, -3.710627, 2.054074], [-11.376296, -3.199127, 2.944574], [-10.149496, -2.871627, 2.458874], [-9.271896, -2.258227, 3.359774], [-8.006896, -1.900827, 2.964074], [-7.565096, -2.145527, 1.657674], [-8.452196, -2.735427, 0.758574], [-9.728396, -3.096527, 1.152674], [-6.207696, -1.776727, 1.317674], [-5.348496, -1.248627, 2.163474], [-4.207396, -1.024027, 1.462674], [-4.376796, -1.443827, 0.139774], [-5.656596, -1.924027, 0.071274], [-3.380696, -1.300927, -0.854726], [-3.510496, -1.716427, -2.188026], [-2.472896, -1.485227, -3.060326], [-1.332496, -0.831127, -2.581326], [-1.183996, -0.445427, -1.335826], [-2.166096, -0.670427, -0.460226], [-1.976096, -0.229627, 0.910174], [-0.815096, 0.360973, 1.208174], [-0.604796, 0.794973, 2.428074], [-1.550696, 0.671173, 3.454574], [-2.752696, 0.062673, 3.179874], [-2.990996, -0.407827, 1.882574], [-13.260896, -3.805627, 2.626974], [-12.053396, -4.695227, 1.668174], [-12.510496, -3.026927, 1.215974], [-9.613896, -2.076027, 4.366274], [-7.324096, -1.422327, 3.647374], [-8.167496, -2.928527, -0.266526], [-10.386096, -3.561327, 0.434674], [-6.111896, -2.302627, -0.741826], [-4.414196, -2.208227, -2.523726], [-2.531996, -1.799427, -4.092426], [-0.506696, -0.611427, -3.247926], [0.353104, 1.272973, 2.605074], [-1.333696, 1.052573, 4.439674], [-3.521796, -0.059927, 3.926274], [2.080804, 0.907673, -3.892526], [1.391604, 1.238873, -5.338826], [1.878704, 0.823373, -6.538026], [1.165304, 1.422173, -7.644726], [-0.131096, 1.898973, -6.963026], [0.262404, 1.954473, -5.570426], [2.835304, 0.525873, -6.608226], [0.981404, 0.684973, -8.430926], [1.724604, 2.266373, -8.068826], [-0.942996, 1.175173, -7.114426], [-0.455496, 2.878573, -7.322226], [-0.385196, 2.157073, -4.828726]], "forces_ev_per_a": [[-0.4, -0.2, -0.4], [0.1, -0.2, 0.1], [0.1, -0.1, -0.1], [0.1, -0.3, 0.4], [-0.1, 0.0, 0.0], [0.0, 0.1, 0.0], [0.1, 0.0, 0.0], [-0.3, -0.4, 0.0], [0.1, 0.4, -0.1], [0.4, 0.1, -0.2], [0.2, 0.2, 0.0], [0.1, -0.2, -0.3], [-0.1, 0.0, 0.1], [0.0, 0.1, 0.1], [0.0, 0.1, 0.0], [-0.2, -0.3, -0.3], [0.1, 0.3, 0.4], [0.1, -0.1, 0.1], [0.2, 0.3, 0.0], [-0.1, 0.0, -0.1], [0.0, -0.1, 0.0], [-0.1, -0.1, 0.0], [0.1, 0.5, -0.2], [0.1, -0.4, -0.1], [0.1, 0.0, 0.0], [0.0, 0.0, -0.1], [0.2, -0.1, 0.4], [-0.1, 0.1, 0.0], [0.1, 0.0, 0.0], [0.0, 0.0, 0.0], [-0.1, 0.0, 0.0], [-0.1, 0.0, -0.1], [-0.1, 0.1, 0.0], [0.1, 0.0, 0.0], [0.1, 0.0, 0.0], [0.0, 0.0, -0.1], [-0.1, -0.1, 0.0], [-0.2, 0.0, 0.0], [-0.1, 0.0, 0.1], [0.1, -0.1, 0.1], [0.1, -0.1, 0.1], [0.0, 0.1, 0.0], [-0.1, 0.1, -0.1], [-0.1, 0.1, -0.1], [0.0, 0.0, 0.1], [-0.2, 0.4, -0.2], [0.0, 0.1, -0.1], [-0.1, 0.0, 0.0], [0.0, 0.1, 0.0], [0.2, -0.1, 0.3], [-0.2, 0.1, -0.2], [0.2, -0.3, 0.2], [0.3, -0.4, 0.8], [0.2, -0.2, -0.7], [-0.6, -0.2, -0.3], [0.0, 0.6, 0.0], [-0.1, 0.0, 0.0], [-0.1, 0.1, -0.1], [0.0, -0.1, -0.1], [0.0, 0.0, -0.1], [0.1, 0.0, 0.0], [0.1, 0.1, 0.1], [0.0, 0.2, 0.0], [0.2, 0.0, 0.1], [-0.2, -0.1, 0.0], [0.0, 0.2, 0.0], [0.2, -0.1, -0.2], [0.0, -0.1, 0.2], [-0.2, -0.1, -0.1], [0.1, 0.0, 0.3], [0.2, -0.1, -0.2], [-0.2, -0.1, -0.2], [0.3, 0.2, 0.2], [0.1, 0.1, 0.0], [-0.2, -0.1, -0.1], [0.0, -0.1, -0.2], [-0.7, -0.2, 0.1], [0.4, 0.2, 0.3], [-0.4, -0.1, 0.0], [0.6, 0.2, -0.1], [-0.4, 0.0, 0.3], [-0.2, -0.4, -1.3], [0.3, 0.4, 1.0], [-0.2, -0.1, 0.1], [0.5, 0.1, -0.2], [0.2, 0.1, 0.1], [-0.2, 0.0, 0.1], [0.0, -0.1, -0.3], [0.3, 0.1, 0.0], [-0.7, -0.3, -0.3], [-0.4, 0.0, 0.7], [0.0, 0.0, -0.1], [0.0, 0.1, 0.3], [-0.3, -0.2, -0.1], [0.2, 0.1, -0.1], [0.5, 0.1, -0.3], [0.1, 0.0, 0.0], [0.0, 0.1, 0.0], [0.0, 0.0, 0.0], [0.0, 0.0, 0.1], [0.0, 0.0, 0.1], [0.1, 0.0, -0.1], [-0.1, 0.0, 0.0], [0.0, 0.1, 0.1], [0.0, 0.0, 0.0], [0.0, 0.0, -0.1], [0.1, 0.0, -0.1], [0.2, 0.1, 0.0], [0.1, 0.0, 0.1], [-0.1, 0.0, 0.1], [0.2, -0.1, 0.7], [0.0, 0.0, -0.2], [-0.3, 0.1, 0.0], [0.0, 0.2, -0.3], [-0.3, -0.1, -0.3], [0.2, 0.0, -0.1], [0.0, 0.0, 0.1], [0.0, 0.2, 0.0], [-0.1, -0.1, 0.0], [0.1, 0.1, 0.0], [0.0, -0.2, 0.0], [0.1, 0.0, 0.1]]}


[2]
{"formula": "C51H55O4ReS2", "method": "ωB97M-V with the def2-TZVPD basis set", "spin_multiplicity": 4, "de_lowest_kcal_mol": 0.0, "s2": 3.791, "charge": 3, "gap_ev": [6.27, 5.04], "max_force_ev_per_a": 3.2, "total_energy_ha": -3150.82862, "lumo_energy_ev": [-8.9, -10.1], "elements": ["Re", "C", "C", "C", "C", "C", "C", "C", "C", "C", "C", "C", "C", "C", "C", "C", "C", "C", "H", "H", "H", "H", "H", "H", "H", "H", "H", "H", "H", "H", "H", "H", "H", "H", "H", "H", "H", "H", "H", "H", "H", "H", "H", "H", "H", "H", "H", "C", "C", "C", "C", "C", "C", "C", "S", "O", "C", "C", "C", "C", "C", "C", "C", "C", "C", "C", "C", "C", "C", "C", "C", "C", "C", "C", "C", "C", "S", "O", "C", "C", "C", "C", "C", "C", "C", "H", "H", "H", "H", "H", "H", "H", "H", "H", "H", "H", "H", "H", "H", "H", "H", "H", "H", "H", "H", "H", "H", "H", "H", "H", "H", "O", "O"], "positions_angstrom": [[16.045095, 12.179856, 14.582172], [16.375410, 13.442812, 16.291476], [16.713086, 14.219121, 15.081083], [15.524418, 14.318560, 14.285584], [14.445508, 13.780065, 15.126346], [14.948332, 13.321748, 16.369178], [14.149710, 12.556793, 17.446367], [14.426075, 13.081809, 18.880894], [14.608639, 11.047849, 17.279993], [12.650386, 12.677227, 17.149017], [15.165606, 15.221176, 13.044744], [14.721261, 16.583277, 13.581148], [16.101148, 15.388837, 11.850847], [13.963695, 14.570017, 12.366119], [18.208693, 14.776354, 14.852208], [18.208265, 16.287291, 14.956352], [19.090209, 14.239259, 15.962935], [18.806781, 14.364576, 13.563901], [17.138869, 13.044518, 16.915097], [13.414892, 13.859644, 14.867127], [15.479329, 12.998812, 19.090135], [13.827394, 12.472204, 19.505596], [14.100264, 14.174349, 18.939033], [15.706183, 10.948461, 17.136926], [14.147179, 10.646119, 16.326926], [14.352832, 10.433231, 18.131378], [12.279654, 13.704260, 17.156936], [12.020386, 12.076855, 17.825176], [12.393270, 12.308930, 16.156096], [15.485941, 17.390084, 13.485485], [14.346767, 16.591088, 14.637331], [13.871026, 16.995146, 12.945888], [16.930224, 16.008363, 12.101214], [15.515252, 15.931203, 11.109747], [16.357030, 14.381652, 11.467905], [13.053942, 14.428760, 13.016380], [14.402597, 13.611896, 12.027407], [13.749139, 15.245038, 11.558450], [17.844972, 16.579882, 15.949912], [17.453359, 16.746123, 14.297917], [19.131152, 16.793887, 14.803745], [18.725372, 14.592570, 16.923317], [20.104060, 14.619354, 15.827721], [19.796024, 12.569951, 16.641606], [19.751447, 14.865070, 13.405461], [18.246102, 14.631456, 12.699775], [19.083286, 13.306922, 13.547628], [8.507240, 12.273855, 15.994468], [9.620225, 11.875032, 15.029010], [10.264141, 12.735330, 14.120969], [11.448520, 12.387163, 13.575139], [11.941043, 11.090764, 13.806028], [11.198067, 10.127515, 14.392228], [10.073412, 10.544234, 15.060478], [13.514925, 10.731792, 13.037274], [14.141569, 9.383062, 13.830033], [13.426824, 10.139337, 11.449576], [12.297542, 10.537385, 10.670235], [12.141487, 9.989773, 9.434177], [13.017854, 8.999108, 8.961293], [12.821121, 8.467007, 7.678672], [13.716320, 7.597857, 7.154270], [14.783751, 7.138118, 7.933129], [15.000711, 7.614714, 9.186320], [14.150927, 8.633087, 9.760518], [14.453495, 9.322731, 10.974411], [15.901933, 9.122741, 11.568063], [16.858966, 8.928963, 10.554619], [16.767088, 9.495144, 9.264381], [17.539288, 9.097217, 8.222736], [18.545878, 8.187036, 8.483562], [18.793430, 7.721125, 9.754292], [17.983709, 8.075835, 10.842253], [18.203879, 7.591996, 12.130333], [17.468375, 8.062681, 13.167178], [16.380180, 8.870777, 12.822232], [15.694563, 9.562091, 14.244418], [15.979580, 8.672700, 15.382207], [18.650875, 11.321022, 12.875167], [19.169288, 11.673809, 11.594632], [20.349018, 11.161082, 11.172463], [21.321263, 10.580081, 12.140175], [22.755096, 10.438882, 11.966036], [20.707664, 10.070893, 13.360928], [19.454852, 10.476167, 13.649810], [8.931984, 12.776088, 16.872484], [7.972883, 11.393986, 16.317543], [7.827780, 13.004392, 15.495713], [9.755846, 13.657524, 13.914195], [11.934194, 13.041383, 12.819018], [11.401389, 9.079379, 14.377046], [9.449746, 9.867315, 15.655712], [11.544363, 11.167846, 11.073995], [11.283672, 10.284777, 8.851459], [11.921493, 8.790381, 7.185558], [13.576135, 7.281471, 6.119404], [15.428656, 6.400473, 7.563687], [15.814200, 7.169905, 9.693747], [16.032728, 10.270143, 9.142173], [17.413255, 9.555243, 7.235256], [19.153355, 7.886071, 7.665333], [19.605586, 7.007547, 9.858106], [18.986066, 6.905757, 12.328007], [17.636926, 7.846233, 14.194731], [18.483387, 12.192425, 10.949253], [20.625783, 11.140911, 10.079105], [23.386596, 11.055939, 12.670603], [22.977482, 10.811476, 10.936400], [22.963787, 9.352943, 11.985953], [21.175021, 9.387024, 14.014209], [18.956877, 10.049611, 14.550669], [17.511383, 11.749602, 13.263993], [19.099019, 12.803296, 16.051598]], "forces_ev_per_a": [[0.5, 0.9, -0.9], [-0.4, 0.9, -1.4], [1.9, -0.3, 0.3], [0.1, 1.0, 0.1], [1.0, 0.0, 0.5], [-0.8, -0.8, -0.2], [0.3, -0.4, -0.5], [-0.2, 1.7, -2.0], [0.0, 0.8, -1.2], [-0.5, -0.3, -0.2], [-0.9, -0.6, 0.8], [-0.8, 1.8, 0.0], [-0.2, -0.6, 0.6], [-0.3, -0.8, 1.1], [-1.2, -0.7, 0.6], [-2.3, 0.6, 0.8], [0.0, -0.1, 0.9], [1.3, -0.9, -0.9], [0.1, 0.0, 0.8], [-0.4, -0.3, -0.1], [0.3, 0.0, 0.5], [-0.4, -0.4, 1.0], [0.4, -1.5, 0.1], [-0.4, 0.2, 0.3], [0.2, 0.2, 1.2], [-0.3, -0.2, 0.1], [0.2, 0.1, 0.3], [0.5, 0.3, 0.1], [0.2, -0.2, -0.2], [-0.3, -0.8, 0.3], [0.4, -0.2, -0.9], [0.9, -0.7, 0.7], [0.9, 0.2, 0.0], [0.2, -0.1, -0.2], [0.3, 0.7, 0.0], [1.1, 0.3, -0.8], [-1.0, 0.1, -0.3], [-0.6, -0.3, -0.5], [0.2, 0.0, 0.0], [0.4, -0.3, -0.1], [1.0, 0.0, -0.3], [0.0, 0.4, 0.2], [0.0, 0.0, -0.1], [0.8, -0.4, 0.7], [0.4, 0.4, 0.3], [-0.6, -0.1, -0.5], [-0.3, 0.6, 0.1], [0.3, 0.9, -1.4], [0.2, -0.9, 0.6], [-1.5, 0.2, 1.2], [1.3, 0.1, -1.5], [1.1, 0.5, -1.8], [-0.8, -1.0, 0.8], [-1.4, 0.6, 0.9], [1.2, 0.7, 1.9], [-2.5, 0.8, -0.6], [-0.7, -0.3, -1.2], [0.8, -1.2, 0.3], [-0.2, 0.2, 0.3], [0.4, 0.5, 0.8], [-0.2, 0.1, 0.3], [-0.5, 0.0, -1.1], [-0.7, 0.7, 0.6], [-1.4, 0.1, -0.2], [0.7, -0.6, -0.8], [0.7, 0.2, 0.7], [-1.7, 0.4, -1.7], [1.7, -0.3, 0.1], [-0.5, 0.6, 0.2], [-0.2, 1.3, -0.1], [0.5, -0.6, 0.5], [0.5, -0.5, -1.1], [-0.6, 0.6, -0.8], [0.2, 0.0, 0.4], [0.1, 0.5, -1.2], [-0.7, -0.2, 1.5], [0.6, -1.0, 2.4], [-0.5, 1.5, -1.2], [0.6, 0.5, -0.7], [-0.7, -0.6, -0.3], [2.1, -0.5, -0.4], [-2.9, -0.2, 1.1], [0.9, 0.6, -1.9], [-0.2, 1.5, -2.1], [-1.1, -1.6, 2.6], [0.0, -0.1, -0.2], [-0.3, -0.1, 0.1], [0.3, -0.6, 0.5], [0.2, 0.5, -0.2], [-0.3, -0.6, 0.9], [0.6, -0.5, 0.1], [0.5, -0.1, -0.4], [-0.4, 0.5, 0.3], [0.0, 0.0, -0.2], [0.0, 0.0, -0.5], [0.1, -0.2, 0.4], [0.8, -1.0, -0.6], [0.4, -0.2, 0.7], [-0.3, 0.1, -0.3], [0.1, -0.3, 0.4], [0.6, -0.4, -0.4], [0.0, 0.1, 0.3], [0.7, -0.6, 0.0], [0.3, -0.3, 0.5], [0.0, 0.1, -0.4], [-0.1, 0.6, 1.4], [-0.8, -1.0, -0.4], [0.3, -0.4, 0.8], [0.4, 0.5, 0.3], [0.9, -0.4, 0.6], [0.5, 0.5, -0.5], [-0.7, -0.4, 0.1], [-0.8, 0.4, -1.4]]}